1.
Molecular formula: C53H38N12ORhS5
Method: DFT, the ωB97M-V functional and the def2-TZVPD basis

Geometry as XYZ:
```
110
Properties=species:S:1:pos:R:3
Rh -2.266 -0.042 -0.854
N -0.928 0.569 0.695
S 0.039 0.135 1.701
N 1.592 0.615 1.549
S 2.234 0.678 0.125
N 1.948 -0.372 -0.938
S 0.782 -0.837 -2.029
N -0.640 -0.781 -1.806
C 1.357 -2.513 -2.271
C 2.474 -3.058 -1.655
C 2.792 -4.386 -1.905
C 1.999 -5.149 -2.751
C 0.876 -4.592 -3.351
C 0.549 -3.266 -3.116
C 1.295 -0.010 -3.515
C 2.599 -0.117 -3.985
C 2.933 0.533 -5.159
C 1.965 1.262 -5.849
C 0.664 1.335 -5.379
C 0.315 0.687 -4.198
C 2.141 2.354 -0.437
C 1.890 3.357 0.489
C 1.959 4.678 0.073
C 2.267 4.978 -1.247
C 2.512 3.960 -2.161
C 2.466 2.637 -1.757
C 3.966 0.501 0.470
C 4.471 1.039 1.646
C 5.832 0.949 1.883
C 6.664 0.336 0.954
C 6.141 -0.190 -0.218
C 4.779 -0.107 -0.470
C 0.318 -1.603 2.051
C 0.212 -2.501 1.008
C 0.554 -3.831 1.215
C 0.990 -4.247 2.462
C 1.102 -3.332 3.504
C 0.778 -2.002 3.303
C -0.345 0.780 3.318
C -1.531 0.317 3.874
C -1.985 0.870 5.058
C -1.258 1.884 5.673
C -0.073 2.334 5.111
C 0.394 1.780 3.925
H 3.070 -2.468 -0.975
H 3.660 -4.825 -1.430
H 2.253 -6.183 -2.939
H 0.246 -5.187 -3.997
H -0.340 -2.836 -3.558
H 3.333 -0.708 -3.453
H 3.940 0.463 -5.547
H 2.231 1.764 -6.770
H -0.094 1.883 -5.922
H -0.701 0.716 -3.817
H 1.634 3.109 1.509
H 1.760 5.474 0.779
H 2.299 6.007 -1.573
H 2.727 4.200 -3.193
H 2.663 1.842 -2.462
H 3.812 1.505 2.365
H 6.244 1.357 2.796
H 7.726 0.270 1.146
H 6.791 -0.666 -0.939
H 4.355 -0.507 -1.379
H -0.120 -2.156 0.040
H 0.482 -4.533 0.393
H 1.253 -5.284 2.626
H 1.452 -3.656 4.475
H 0.888 -1.289 4.109
H -2.087 -0.476 3.387
H -2.904 0.512 5.504
H -1.615 2.318 6.597
H 0.495 3.116 5.597
H 1.329 2.104 3.493
S -6.244 -1.598 5.221
N -6.107 -0.225 4.388
C -5.366 -0.494 3.326
C -5.008 0.448 2.282
C -5.477 1.761 2.195
C -5.099 2.531 1.119
C -4.244 1.996 0.156
N -3.783 0.758 0.251
C -4.159 -0.017 1.284
C -3.680 -1.391 1.250
N -2.855 -1.715 0.230
C -2.551 -2.987 0.033
C -2.992 -3.997 0.889
C -3.746 -3.670 1.990
C -4.113 -2.333 2.176
C -4.942 -1.850 3.266
N -5.374 -2.578 4.282
H -6.139 2.142 2.961
H -5.452 3.546 1.002
H -3.923 2.561 -0.708
H -1.947 -3.211 -0.836
H -2.717 -5.020 0.677
H -4.081 -4.418 2.696
N -1.088 3.159 -0.726
C -1.601 2.768 -1.905
O -2.187 1.633 -2.010
C -1.570 3.627 -3.017
C -0.937 4.884 -2.903
N -0.386 5.885 -2.734
C -2.085 3.185 -4.260
N -2.480 2.807 -5.276
H -0.604 4.038 -0.665
H -1.025 2.481 0.024
S -3.723 -0.678 -2.573
C -3.156 -2.227 -2.887
N -2.765 -3.298 -3.091
```

Charge = +1
HOMO-LUMO gap = 6.3 eV
E_HOMO = -0.354 Ha
E = -132681.169 eV

Atom charges from the Mulliken analysis, given in e for atoms 1 to 6:
1. Rh -0.509
2. N 0.566
3. S 1.197
4. N -0.557
5. S 0.855
6. N 0.397

2.
Molecular formula: C53H38NO8P3PtSTe
Method: DFT, the ωB97M-V functional and the def2-TZVPD basis

Geometry as XYZ:
```
106
Properties=species:S:1:pos:R:3
Pt 0.208 -0.673 -0.536
O 3.974 -5.860 0.506
C 3.342 -4.857 0.384
C 3.574 -3.553 1.138
O 4.396 -3.390 2.011
C 2.600 -2.613 0.589
C 1.739 -3.203 -0.315
O 0.710 -2.676 -0.880
C 2.145 -4.616 -0.541
O 1.645 -5.395 -1.294
O 2.507 -1.346 0.989
Te -2.364 -0.422 2.913
C -1.464 -0.500 4.821
C -0.810 0.621 5.313
C -0.274 0.557 6.592
N -0.361 -0.519 7.374
C -1.009 -1.578 6.892
C -1.579 -1.620 5.626
C -0.688 0.151 1.860
P -0.892 1.117 0.329
C -2.661 0.888 -0.105
C -3.159 -0.413 -0.241
C -4.489 -0.628 -0.574
C -5.341 0.455 -0.755
C -4.852 1.746 -0.633
C -3.517 1.966 -0.319
C -0.692 2.816 0.948
C 0.308 3.673 0.502
C 0.383 4.965 0.998
C -0.539 5.408 1.934
C -1.523 4.547 2.402
C -1.592 3.247 1.923
P 0.997 -0.642 1.696
C 2.001 0.801 2.130
C 2.116 1.220 3.453
C 2.858 2.352 3.759
C 3.477 3.075 2.747
C 3.356 2.664 1.428
C 2.621 1.530 1.117
C 0.950 -1.999 2.889
C 1.864 -2.139 3.928
C 1.857 -3.292 4.701
C 0.973 -4.323 4.414
C 0.088 -4.207 3.350
C 0.071 -3.045 2.593
H -0.717 1.525 4.723
H 0.241 1.415 7.012
H -1.073 -2.441 7.547
H -2.093 -2.508 5.285
H -2.501 -1.263 -0.105
H -4.856 -1.639 -0.693
H -6.383 0.287 -1.002
H -5.512 2.591 -0.780
H -3.131 2.975 -0.285
H 1.007 3.347 -0.252
H 1.158 5.629 0.637
H -0.500 6.430 2.293
H -2.241 4.885 3.138
H -2.362 2.583 2.292
H 1.618 0.674 4.244
H 2.952 2.669 4.791
H 4.051 3.961 2.989
H 3.833 3.229 0.635
H 2.533 1.205 0.086
H 2.609 -1.376 4.113
H 2.564 -3.395 5.515
H 0.988 -5.229 5.009
H -0.576 -5.025 3.099
H -0.587 -2.967 1.734
O -1.944 4.058 -1.926
S -0.919 3.235 -2.516
O 0.224 3.905 -3.071
O -0.530 2.068 -1.655
C -1.685 2.250 -3.779
C -2.482 2.920 -4.697
C -3.078 2.221 -5.732
C -2.868 0.857 -5.841
C -2.079 0.186 -4.919
C -1.464 0.864 -3.863
P -0.253 -0.074 -2.815
C 1.356 0.492 -3.477
C 2.531 0.139 -2.809
C 3.769 0.531 -3.295
C 3.849 1.282 -4.461
C 2.690 1.627 -5.137
C 1.451 1.232 -4.652
C -0.422 -1.775 -3.476
C 0.611 -2.453 -4.111
C 0.481 -3.805 -4.407
C -0.678 -4.487 -4.076
C -1.718 -3.815 -3.444
C -1.585 -2.471 -3.136
H -2.622 3.988 -4.583
H -3.699 2.738 -6.453
H -3.312 0.304 -6.660
H -1.933 -0.877 -5.032
H 2.491 -0.457 -1.905
H 4.668 0.253 -2.758
H 4.813 1.597 -4.841
H 2.747 2.212 -6.047
H 0.557 1.514 -5.193
H 1.529 -1.936 -4.361
H 1.300 -4.330 -4.883
H -0.761 -5.546 -4.285
H -2.623 -4.346 -3.173
H -2.388 -1.955 -2.617
```

HOMO-LUMO gap (alpha / beta) = 5.8 / 5.8 eV
E_HOMO (alpha / beta) = -0.295 / -0.295 Ha
E = -122687.938 eV

Atom charges from the Mulliken analysis, given in e for atoms 1 to 6:
1. Pt 0.958
2. O -0.558
3. C 0.235
4. C 0.245
5. O -0.673
6. C -0.068

3.
Molecular formula: C53H41BiN5O3S2Te
Method: DFT, the ωB97M-V functional and the def2-TZVPD basis

Geometry as XYZ:
```
106
Properties=species:S:1:pos:R:3
Bi 0.987 -0.371 0.546
C -1.912 -1.949 -6.002
C -1.418 -1.872 -4.583
C -1.934 -2.695 -3.588
C -1.482 -2.627 -2.277
C -2.108 -3.488 -1.221
O -2.123 -4.693 -1.328
C -2.825 -2.806 -0.093
C -3.141 -1.452 -0.145
C -3.920 -0.877 0.849
C -4.379 -1.654 1.903
C -4.044 -3.001 1.973
C -3.272 -3.577 0.977
C -0.444 -1.766 -1.934
O 0.005 -1.813 -0.656
C 0.084 -0.932 -2.930
C -0.418 -0.975 -4.224
C 1.171 -0.015 -2.512
N 2.358 -0.414 -2.274
C 2.760 -1.739 -2.723
C 4.080 -1.628 -3.469
Te 3.920 -0.601 -5.343
C 3.939 1.367 -4.580
C 2.988 2.283 -5.019
C 3.051 3.610 -4.610
C 4.049 4.023 -3.741
C 4.987 3.107 -3.283
C 4.942 1.788 -3.711
C 0.807 1.390 -2.148
C -0.530 1.781 -2.057
C -0.856 3.083 -1.699
C 0.150 4.000 -1.433
C 1.483 3.614 -1.517
C 1.814 2.319 -1.874
H -2.712 -2.681 -6.100
H -1.108 -2.239 -6.680
H -2.295 -0.985 -6.340
H -2.718 -3.404 -3.827
H -2.805 -0.855 -0.984
H -4.188 0.171 0.790
H -5.008 -1.214 2.667
H -4.407 -3.607 2.794
H -3.031 -4.633 0.992
H 0.012 -0.318 -4.972
H 2.001 -2.207 -3.359
H 2.891 -2.373 -1.843
H 4.465 -2.617 -3.718
H 4.831 -1.116 -2.869
H 2.198 1.964 -5.688
H 2.315 4.318 -4.970
H 4.103 5.059 -3.430
H 5.778 3.427 -2.615
H 5.703 1.091 -3.381
H -1.314 1.069 -2.279
H -1.895 3.381 -1.641
H -0.102 5.023 -1.183
H 2.270 4.337 -1.340
H 2.848 2.018 -1.981
S 1.668 -5.941 1.893
C 1.514 -7.577 2.342
C 0.511 -7.765 3.243
C -0.146 -6.556 3.577
C 0.371 -5.470 2.923
C -0.066 -4.076 3.023
C 0.396 -3.118 2.103
N 0.019 -1.855 2.124
C -0.891 -1.441 3.035
C -1.359 -2.303 4.031
C -2.275 -1.802 5.019
C -2.717 -0.529 4.979
C -2.301 0.357 3.928
C -2.764 1.675 3.805
C -2.344 2.474 2.760
C -1.451 1.898 1.833
N -1.004 0.668 1.933
C -1.399 -0.100 2.963
C -2.784 3.861 2.587
C -2.220 4.826 1.797
C -2.897 6.069 1.872
C -3.964 6.026 2.715
S -4.155 4.485 3.420
C -0.918 -3.633 4.012
H 2.172 -8.316 1.915
H 0.247 -8.730 3.650
H -0.979 -6.505 4.263
H 1.106 -3.387 1.332
H -2.605 -2.477 5.799
H -3.408 -0.160 5.726
H -3.450 2.061 4.550
H -1.101 2.467 0.977
H -1.342 4.661 1.189
H -2.606 6.954 1.325
H -4.653 6.819 2.958
H -1.267 -4.310 4.782
O 5.070 -1.605 0.862
C 3.901 -1.602 0.899
N 2.699 -1.634 0.952
C 1.821 5.392 2.758
C 2.923 4.335 2.642
C 2.372 3.018 2.333
N 1.902 2.005 2.071
H 2.269 6.372 2.910
H 1.164 5.179 3.600
H 1.218 5.424 1.851
H 3.492 4.250 3.569
H 3.633 4.588 1.853
```

Charge = +1
HOMO-LUMO gap = 6.2 eV
E_HOMO = -0.352 Ha
E = -104019.642 eV

Atom charges from the Mulliken analysis, given in e for atoms 1 to 6:
1. Bi 2.683
2. C -1.602
3. C 0.204
4. C -0.720
5. C 1.282
6. C -0.800

4.
Molecular formula: C53H41Cl6N4O4S2Sm
Method: DFT, the ωB97M-V functional and the def2-TZVPD basis

Geometry as XYZ:
```
111
Properties=species:S:1:pos:R:3
Sm 0.155 0.943 0.748
O 0.485 3.560 -0.205
C 0.408 3.597 -1.647
C 0.890 2.164 -2.158
O 1.342 2.067 -3.279
O 0.701 1.251 -1.311
C 1.376 4.574 -2.252
C 1.319 4.817 -3.621
C 2.338 5.508 -4.249
C 3.423 5.970 -3.524
C 3.470 5.757 -2.157
C 2.456 5.058 -1.526
C -1.030 3.807 -2.078
C -1.725 4.917 -1.605
C -3.045 5.121 -1.963
C -3.684 4.233 -2.812
C -3.003 3.128 -3.286
C -1.685 2.916 -2.919
H -0.131 4.240 0.114
H 0.489 4.422 -4.185
H 2.296 5.678 -5.314
H 4.230 6.494 -4.018
H 4.308 6.120 -1.577
H 2.512 4.857 -0.463
H -1.237 5.647 -0.971
H -3.569 5.987 -1.587
H -4.709 4.396 -3.110
H -3.485 2.432 -3.960
H -1.152 2.070 -3.326
N 2.549 2.088 1.223
C 3.112 1.342 2.291
C 3.403 1.960 3.500
C 3.974 1.244 4.537
C 4.260 -0.100 4.376
C 3.962 -0.722 3.174
C 3.395 -0.022 2.116
C 3.097 -0.701 0.825
C 4.153 -1.206 0.072
C 3.911 -1.840 -1.133
C 2.603 -2.010 -1.554
C 1.562 -1.496 -0.794
C 1.746 -0.800 0.418
H 2.732 3.082 1.328
H 2.906 1.761 0.323
H 3.199 3.016 3.617
H 4.204 1.742 5.466
H 4.714 -0.665 5.177
H 4.166 -1.774 3.043
H 5.171 -1.047 0.408
H 4.734 -2.176 -1.749
H 2.394 -2.525 -2.482
H 0.548 -1.618 -1.187
Cl -1.996 -0.015 -0.866
C -3.427 0.966 -0.736
C -4.509 0.656 -1.540
C -5.646 1.441 -1.494
C -5.689 2.537 -0.646
C -4.606 2.835 0.151
Cl -4.661 4.205 1.193
C -3.434 2.054 0.150
S -2.153 2.421 1.239
H -4.452 -0.206 -2.187
H -6.488 1.206 -2.123
H -6.572 3.151 -0.597
Cl -0.873 5.670 4.015
C -0.807 3.958 4.145
C -1.530 3.292 5.125
C -1.393 1.915 5.198
C -0.562 1.268 4.298
N 0.101 1.901 3.331
C -0.012 3.226 3.272
H -2.161 3.836 5.810
H -1.928 1.350 5.945
H -0.428 0.196 4.347
H 0.538 3.733 2.489
Cl 4.338 -6.620 1.181
C 2.699 -6.220 0.829
C 2.392 -4.978 0.296
C 1.072 -4.675 0.025
C 0.043 -5.567 0.296
C -1.382 -5.137 0.027
C -2.047 -4.643 1.341
N -1.368 -3.477 1.829
C -0.205 -3.450 2.545
C 0.152 -2.140 2.656
N -0.769 -1.356 2.011
C -1.664 -2.195 1.535
O -2.132 -6.186 -0.542
C -2.720 -5.921 -1.805
C -1.790 -5.223 -2.753
C -0.588 -5.725 -3.167
Cl 0.066 -7.248 -2.758
S 0.289 -4.613 -4.166
C -0.979 -3.461 -4.020
C -1.998 -3.910 -3.248
C 0.376 -6.805 0.841
Cl -0.835 -7.957 1.252
C 1.698 -7.140 1.094
H 3.162 -4.252 0.096
H 0.844 -3.705 -0.390
H -1.347 -4.278 -0.656
H -2.017 -5.444 2.081
H -3.089 -4.394 1.128
H 0.257 -4.344 2.906
H 1.007 -1.716 3.150
H -2.555 -1.910 1.006
H -3.629 -5.314 -1.683
H -3.000 -6.909 -2.181
H -0.889 -2.511 -4.508
H -2.880 -3.333 -3.029
H 1.936 -8.107 1.505
```

HOMO-LUMO gap (alpha / beta) = 7.7 / 7.7 eV
E_HOMO (alpha / beta) = -0.278 / -0.279 Ha
E = -184489.787 eV
Multiplicity = 6

Atom charges from the Mulliken analysis, given in e for atoms 1 to 6:
1. Sm -0.010
2. O 0.150
3. C 2.850
4. C -1.167
5. O -0.646
6. O 0.412

Question: The highest E belongs to which entry?
Answer: C53H41BiN5O3S2Te